#i
This record from the OMol25 dataset describes a single C4H10N2O molecule. The level of theory is ωB97M-V/def2-TZVPD.

Computed properties:
- HOMO-LUMO gap: 9.122 eV
- LUMO: 0.9 eV
- SMILES string: CO/C(C)=C/NN
- Molar mass: 102.14 g mol⁻¹

Geometry as ORCA input:
```
! wB97M-V def2-TZVPD RIJCOSX def2/J DEFGRID3
* xyz 0 1
H 2.09 0.83 1.44
C -2.53 0.38 0.34
H -2.21 0.44 1.40
H 1.48 -1.77 -0.64
H -0.08 -2.34 -1.12
C 0.42 -1.70 -0.39
N 1.60 0.89 -0.52
H -0.43 1.82 -0.33
H 1.92 1.74 -0.99
H -3.56 0.03 0.31
H 0.24 -2.12 0.60
N 2.51 0.62 0.54
C 0.17 0.93 -0.25
H -2.50 1.41 -0.06
H 2.73 -0.37 0.52
O -1.73 -0.47 -0.41
C -0.13 -0.32 -0.44
*
```

#ii
This record from the OMol25 dataset describes a single C4H10N2O molecule. The level of theory is ωB97M-V/def2-TZVPD.

Computed properties:
- HOMO-LUMO gap: 10.003 eV
- LUMO: 0.9 eV
- SMILES string: C=C(N)[C@H](N)CO
- Molar mass: 102.14 g mol⁻¹

Geometry as ORCA input:
```
! wB97M-V def2-TZVPD RIJCOSX def2/J DEFGRID3
* xyz 0 1
H -1.42 -0.37 1.82
H -2.12 -0.25 0.17
H -0.38 -0.91 -1.76
H 0.19 2.96 0.11
C -0.22 1.97 0.28
H 2.56 0.48 -0.12
N 1.86 0.97 -0.67
H -1.23 -2.50 0.02
H 0.84 -1.02 0.91
O -1.66 -2.14 0.83
H -1.20 1.93 0.75
H 1.17 -1.25 -1.44
C -1.37 -0.75 0.80
H 2.14 1.94 -0.80
C 0.16 -0.57 0.17
C 0.47 0.87 -0.02
N 0.22 -1.35 -1.06
*
```

#iii
This record from the OMol25 dataset describes 2 unconnected molecules or ions with the total composition C4H10N2O. The level of theory is ωB97M-V/def2-TZVPD.

Computed properties:
- HOMO-LUMO gap (spin up / spin down): 8.328 / 9.089 eV
- LUMO (spin up / spin down): 0.2 / 0.3 eV
- Molar mass: 102.14 g mol⁻¹

Geometry as ORCA input:
```
! wB97M-V def2-TZVPD RIJCOSX def2/J DEFGRID3
* xyz 0 1
H -1.30 2.23 -0.57
C -1.46 1.35 -1.18
H 0.73 0.92 -1.05
N 1.58 -1.02 -0.86
O -1.69 0.20 -0.64
C 1.86 0.64 0.85
H -1.95 1.49 -2.13
C 1.35 0.15 -0.46
H 2.52 1.50 0.71
H -1.79 -2.05 0.10
H 2.38 -0.15 1.37
H 1.00 0.95 1.45
H -0.26 -1.89 0.94
N -1.15 -0.06 0.56
C -1.26 -1.46 0.86
H 1.19 -1.24 -1.78
H -1.76 -1.56 1.82
*
```

#iv
This record from the OMol25 dataset describes a single C4H10N2O molecule. The level of theory is ωB97M-V/def2-TZVPD.

Computed properties:
- HOMO-LUMO gap: 9.968 eV
- LUMO: 0.7 eV
- SMILES string: CCN(N)C(C)=O
- Molar mass: 102.14 g mol⁻¹

Geometry as ORCA input:
```
! wB97M-V def2-TZVPD RIJCOSX def2/J DEFGRID3
* xyz 0 1
N 0.58 0.80 -1.09
H -1.80 1.80 1.25
C -1.43 -0.03 0.14
H 2.30 -0.89 -1.02
H 2.92 -0.54 0.60
H 2.52 -2.22 0.26
C 0.79 -1.03 0.47
N 0.04 -0.01 -0.08
H -1.93 -0.48 -0.77
H 1.50 1.16 -0.57
O 0.30 -1.76 1.33
C -2.16 1.36 0.30
H -1.53 -0.60 1.06
C 2.21 -1.18 0.04
H -3.25 1.35 0.35
H 0.86 0.24 -1.82
H -1.90 2.03 -0.45
*
```

Quick one: most stable of them? #ii

#i
This record from the OMol25 dataset describes a single C4H10N2O molecule. The level of theory is ωB97M-V/def2-TZVPD.

Computed properties:
- HOMO-LUMO gap: 9.393 eV
- LUMO: 0.9 eV
- SMILES string: CCCC1(O)NN1
- Molar mass: 102.14 g mol⁻¹

Geometry as ORCA input:
```
! wB97M-V def2-TZVPD RIJCOSX def2/J DEFGRID3
* xyz 0 1
C -0.57 -1.08 -0.59
H -1.65 0.80 -0.62
H -1.33 0.14 -2.22
C -1.60 -0.12 -1.19
H -2.59 -0.58 -1.20
C 0.84 -0.47 -0.51
N 0.08 0.91 2.07
H -0.53 0.08 2.01
H 0.95 2.52 0.64
O 0.97 1.87 -0.09
C 0.94 0.65 0.48
H -0.89 -1.40 0.40
N 1.46 0.49 1.73
H 1.15 -0.11 -1.49
H 1.72 -0.46 1.98
H 1.55 -1.25 -0.21
H -0.51 -1.98 -1.21
*
```

#ii
This record from the OMol25 dataset describes a single C4H10N2O molecule. The level of theory is ωB97M-V/def2-TZVPD.

Computed properties:
- HOMO-LUMO gap: 9.610 eV
- LUMO: 0.9 eV
- SMILES string: NC[C@@H](N)CC=O
- Molar mass: 102.14 g mol⁻¹

Geometry as ORCA input:
```
! wB97M-V def2-TZVPD RIJCOSX def2/J DEFGRID3
* xyz 0 1
H -1.61 -1.04 -2.32
H -0.69 -1.61 -0.33
H 0.75 1.14 1.43
C 0.55 0.15 -0.37
H 2.17 -0.03 1.01
H 1.12 2.20 -0.36
N -1.71 -0.39 -1.56
C 1.01 0.12 1.14
C 0.39 -0.90 2.04
C -0.89 -0.53 -0.44
N 0.36 1.55 -0.75
O -0.42 -0.73 2.91
H 0.97 -1.93 1.76
H 1.31 -0.25 -1.09
H 0.06 1.78 -1.70
H -1.97 0.61 -1.81
H -1.43 -0.14 0.46
*
```

Quick one: most stable of them? #ii

#i
This record from the OMol25 dataset describes a molecular structure, C4H10N2O. The level of theory is ωB97M-V/def2-TZVPD.

Computed properties:
- HOMO-LUMO gap (spin up / spin down): 8.367 / 8.368 eV
- LUMO (spin up / spin down): 0.8 / 0.8 eV
- Molar mass: 102.14 g mol⁻¹

Geometry as ORCA input:
```
! wB97M-V def2-TZVPD RIJCOSX def2/J DEFGRID3
* xyz 0 1
H -0.15 0.97 1.70
O -0.14 -0.99 -1.83
H 0.47 -0.49 2.46
C -0.84 -0.19 -1.01
C 1.76 0.36 0.90
H -0.79 1.63 -2.11
H -2.24 0.65 -2.36
H 2.23 1.18 1.46
C -1.52 0.98 -1.61
H 2.42 -0.51 0.91
H -2.04 1.54 -0.84
H -0.50 -2.10 1.32
C 0.43 0.07 1.53
H 1.65 0.70 -0.13
H 0.21 -1.68 -1.19
N -0.91 -0.49 0.25
N -0.03 -1.61 0.56
*
```

#ii
This record from the OMol25 dataset describes 3 unconnected molecules or ions with the total composition C4H10N2O. The level of theory is ωB97M-V/def2-TZVPD.

Computed properties:
- HOMO-LUMO gap: 7.568 eV
- LUMO: 0.9 eV
- Molar mass: 102.14 g mol⁻¹

Geometry as ORCA input:
```
! wB97M-V def2-TZVPD RIJCOSX def2/J DEFGRID3
* xyz 0 1
H -2.02 -1.25 -0.11
O 1.89 -1.06 -0.74
H 2.39 -0.24 -0.87
H 0.35 -1.75 0.36
H 1.32 1.61 0.90
C -0.88 0.33 -0.98
H -1.34 1.68 -1.63
H -0.52 -0.16 -1.87
H 2.31 -0.93 1.72
C 0.03 1.12 -0.32
H -2.29 0.32 0.66
N 1.53 -0.33 1.44
C -2.12 -0.18 -0.30
N 0.59 2.02 0.26
C 0.90 -0.83 0.22
H -2.99 -0.01 -0.93
H 0.86 -0.33 2.20
*
```

#iii
This record from the OMol25 dataset describes a single C4H10N2O molecule. The level of theory is ωB97M-V/def2-TZVPD.

Computed properties:
- HOMO-LUMO gap: 10.277 eV
- LUMO: 0.8 eV
- SMILES string: [H]/N=C(/C)CN(C)O
- Molar mass: 102.14 g mol⁻¹

Geometry as ORCA input:
```
! wB97M-V def2-TZVPD RIJCOSX def2/J DEFGRID3
* xyz 0 1
H 2.59 0.15 0.82
H 0.54 -1.40 -1.64
N -2.49 -0.49 0.62
H -2.54 1.82 -0.26
H 2.90 -0.01 -0.91
N 0.91 0.06 -0.38
H -1.03 1.52 -1.16
H -2.37 -1.43 1.00
C 2.27 -0.34 -0.09
H -0.06 -1.50 0.72
H -0.96 2.21 0.46
H 2.38 -1.43 0.03
C -1.51 1.52 -0.18
C -0.03 -0.39 0.63
H 0.31 0.01 1.59
O 0.52 -0.43 -1.64
C -1.43 0.14 0.38
*
```

#iv
This record from the OMol25 dataset describes a single C4H10N2O molecule. The level of theory is ωB97M-V/def2-TZVPD.

Computed properties:
- HOMO-LUMO gap: 10.316 eV
- LUMO: 0.9 eV
- SMILES string: CCNCC(N)=O
- Molar mass: 102.14 g mol⁻¹

Geometry as ORCA input:
```
! wB97M-V def2-TZVPD RIJCOSX def2/J DEFGRID3
* xyz 0 1
C 1.03 0.54 -0.10
N 0.69 -1.17 1.64
H -2.08 -1.45 -1.57
H -2.83 -0.09 -2.49
C 0.69 0.20 1.36
H -0.78 1.26 -2.08
C -1.91 -0.56 -2.16
O 0.54 1.08 2.18
H 0.80 -0.32 -1.87
H 0.87 1.62 -0.18
N 0.24 -0.26 -1.02
H 2.09 0.29 -0.23
H 0.55 -1.65 0.75
C -1.01 0.42 -1.42
H -1.48 0.88 -0.55
H -0.10 -1.41 2.23
H -1.42 -0.77 -3.11
*
```

Quick one: most stable of them? #iv

#i
This record from the OMol25 dataset describes a molecular structure, C3H11N3O. The level of theory is ωB97M-V/def2-TZVPD.

Computed properties:
- HOMO-LUMO gap: 9.131 eV
- LUMO: 0.7 eV
- Molar mass: 105.14 g mol⁻¹

Geometry as ORCA input:
```
! wB97M-V def2-TZVPD RIJCOSX def2/J DEFGRID3
* xyz 0 1
H -1.11 0.95 -0.75
H -0.32 -1.67 0.63
H -0.05 3.05 1.06
H -1.58 -0.79 1.71
N 1.12 -1.62 -1.89
H 1.68 -0.46 -0.28
O 0.85 -2.29 0.25
C -1.02 0.77 0.33
N 0.37 1.09 0.71
H 0.82 2.75 -0.29
C 1.23 -1.42 -0.58
N 0.70 2.47 0.68
C -1.33 -0.68 0.65
H 0.56 0.75 1.64
H -2.19 -1.03 0.08
H 0.61 -2.43 -2.22
H 1.37 -0.91 -2.55
H -1.72 1.47 0.83
*
```

#ii
This record from the OMol25 dataset describes 2 unconnected molecules or ions with the total composition C3H11N3O. The level of theory is ωB97M-V/def2-TZVPD.

Computed properties:
- HOMO-LUMO gap: 9.519 eV
- LUMO: 0.8 eV
- SMILES string: [H]/N=C(\N)NCC.O
- Molar mass: 105.14 g mol⁻¹

Geometry as ORCA input:
```
! wB97M-V def2-TZVPD RIJCOSX def2/J DEFGRID3
* xyz 0 1
C -2.16 -0.32 1.00
H -2.03 1.25 -0.65
H -3.10 -0.80 0.84
N 0.52 2.90 -0.83
H 0.10 0.79 0.60
H -2.30 0.47 1.71
C 0.42 1.51 -1.33
H 3.46 -4.88 3.18
H 3.23 -5.06 1.64
H 1.25 1.65 -3.12
H -0.42 3.48 -0.85
C -1.68 0.28 -0.38
O 3.86 -4.79 2.29
H -1.45 -1.07 1.27
N -0.17 0.64 -0.34
H 1.20 3.48 -1.30
N 0.92 0.94 -2.43
H -1.67 -0.45 -1.28
*
```

Quick one: most stable of them? #ii